1.
Entry from OMol25: a molecular structure, C39H42AsHgN2O2Si (ωB97M-V/def2-TZVPD).

The geometry in XYZ format:
```
88
Properties=species:S:1:pos:R:3:mulliken_charge:R:1
Hg -1.43863 0.05986 1.05776 0.46
C 2.57482 3.30500 6.64681 -0.44
C 2.11171 1.99922 6.62014 -0.54
C 1.72626 1.42482 5.41255 -0.64
C 1.80402 2.15160 4.23074 -0.15
C 2.26676 3.46676 4.26566 0.13
C 2.65368 4.03907 5.46726 -0.71
As 1.19547 1.33085 2.57034 0.62
C 2.78008 1.49212 1.46175 0.05
C 4.04871 1.69635 1.99341 -0.33
C 5.15853 1.71918 1.15679 -0.71
C 5.00637 1.52449 -0.20859 -0.67
C 3.74347 1.29262 -0.73850 -0.81
C 2.63225 1.26654 0.09231 -0.06
C 0.11532 2.83636 1.93342 -0.02
C -1.11456 3.02198 2.56632 -0.57
C -1.99373 4.00248 2.12860 -0.64
C -1.65109 4.80646 1.04852 -0.54
C -0.42150 4.63979 0.42873 -0.49
C 0.45991 3.65955 0.86926 -0.05
H 2.86971 3.75651 7.58582 0.38
H 2.04621 1.42625 7.53649 0.39
H 1.35999 0.40550 5.39259 0.36
H 2.32064 4.04384 3.34962 0.36
H 3.01298 5.06059 5.48678 0.39
H 4.17842 1.84229 3.05846 0.41
H 6.14288 1.88796 1.57558 0.39
H 5.87226 1.54274 -0.85862 0.39
H 3.62123 1.12461 -1.80115 0.49
H 1.64932 1.06235 -0.32430 0.70
H -1.38522 2.39872 3.41246 0.44
H -2.94725 4.13383 2.62485 0.41
H -2.34336 5.55769 0.68998 0.40
H -0.14603 5.26999 -0.40808 0.38
H 1.41277 3.53724 0.37092 0.56
N -0.63686 -2.66298 0.94925 -0.30
C -0.99428 -3.58486 1.55187 0.24
N -1.40490 -4.64173 2.25487 -0.12
C -2.45160 -5.47878 1.63691 -0.60
C -1.81592 -6.49249 0.70327 -0.41
O -0.82657 -7.25335 1.38028 -0.40
C 0.20910 -6.43953 1.90748 -0.42
C -0.35261 -5.44620 2.90617 -0.66
H -3.14697 -4.83374 1.10363 0.37
H -2.97849 -5.98696 2.44423 0.26
H -1.37333 -5.97690 -0.15837 0.31
H -2.55817 -7.20339 0.34505 0.34
H 0.71477 -5.90032 1.09593 0.30
H 0.92193 -7.11133 2.38278 0.35
H 0.41852 -4.77876 3.28570 0.43
H -0.81737 -5.97267 3.73948 0.30
C 0.53484 2.64221 -2.87118 -1.36
C -0.78964 2.00765 -3.31426 2.28
C -0.74206 1.78584 -4.83015 -1.94
C -1.95651 2.92623 -2.92433 -1.74
Si -0.98238 0.40493 -2.29498 -1.23
O -0.73503 0.86311 -0.74354 0.91
C 0.24969 -0.90988 -2.84120 0.40
C 0.35708 -1.39656 -4.14847 -0.29
C 1.23771 -2.42037 -4.46742 -0.79
C 2.02610 -2.99660 -3.47804 -0.48
C 1.92242 -2.54568 -2.17091 -1.19
C 1.04555 -1.51187 -1.86102 0.21
C -2.68674 -0.39450 -2.54210 0.93
C -3.55716 -0.16927 -3.61144 -0.08
C -4.76493 -0.84830 -3.72779 -0.81
C -5.13913 -1.77953 -2.77128 -0.53
C -4.29578 -2.02673 -1.69665 -0.89
C -3.09069 -1.34677 -1.59473 0.55
H 0.71172 3.58056 -3.41461 0.61
H 1.38025 1.97462 -3.07093 0.23
H 0.52068 2.86521 -1.80284 -0.15
H -0.69793 2.75420 -5.34668 0.50
H -1.61378 1.25655 -5.21757 0.23
H 0.14945 1.22615 -5.11839 0.39
H -1.83344 3.91778 -3.38165 0.46
H -1.99863 3.05766 -1.83952 0.22
H -2.91998 2.52695 -3.25116 0.31
H -0.26459 -0.98459 -4.93552 0.39
H 1.30337 -2.77697 -5.48836 0.42
H 2.71373 -3.79528 -3.72810 0.39
H 2.51982 -2.99913 -1.38824 0.49
H 0.97432 -1.16791 -0.83642 0.62
H -3.30519 0.55466 -4.37515 0.05
H -5.41441 -0.64794 -4.57153 0.39
H -6.07553 -2.31489 -2.86686 0.38
H -4.57519 -2.75372 -0.94279 0.42
H -2.43770 -1.57902 -0.75745 -0.65
```

As for the spin multiplicity: 2. For the HOMO-LUMO gap (alpha / beta), the calculation gives 8.0 / 7.0 eV. The highest occupied orbital energy (alpha / beta) comes out at -0.274 / -0.305 Ha. Its total charge is 0. The expectation value of S² is 0.7550.

---

2.
Entry from OMol25: 3 unconnected molecules or ions with the total composition C6H9NO (ωB97M-V/def2-TZVPD).

The geometry in XYZ format:
```
17
Properties=species:S:1:pos:R:3:mulliken_charge:R:1
C 0.54195 -0.40575 -0.26444 0.11
C -0.29537 -1.65231 -0.21906 -1.23
C 0.09270 0.79118 0.19871 0.24
C 1.86032 -0.59640 1.54317 0.01
C -0.93106 1.10668 -1.69056 -0.17
C -0.13503 1.75373 1.04716 -0.73
N -2.04637 0.66776 -2.05189 -0.62
O 1.97629 0.03350 2.55547 -0.42
H 1.31363 -0.36957 -1.03015 0.21
H -2.40665 -0.10620 -1.48372 0.27
H 2.41587 -1.57615 1.43861 0.29
H -0.46516 1.95320 -2.21857 0.35
H -1.10443 -1.56663 0.50731 0.34
H 0.32327 -2.51184 0.05352 0.38
H -0.71744 -1.86000 -1.20636 0.37
H -0.74708 2.61152 0.78883 0.29
H 0.32456 1.72728 2.03199 0.30
```

For the HOMO-LUMO gap (alpha / beta), the calculation gives 7.5 / 7.6 eV. The highest occupied orbital energy (alpha / beta) comes out at -0.251 / -0.251 Ha. Its total charge is 0.

---

3.
Entry from OMol25: C5H7P in the gas phase (ωB97M-V/def2-TZVPD).

The geometry in XYZ format:
```
13
Properties=species:S:1:pos:R:3:mulliken_charge:R:1
C 0.73453 1.15853 0.56247 0.30
C 1.71928 0.86957 -0.17301 -0.71
C -0.55698 1.08225 1.27010 -0.13
C -1.12658 0.10348 0.33276 -1.01
C 0.61764 0.03414 -0.86454 -0.17
P 0.87586 -1.80368 -0.62109 -0.08
H -0.35722 0.88446 2.40687 0.25
H -1.04010 2.07391 1.39044 0.24
H -1.17801 -0.84111 0.65003 0.42
H -1.89336 0.28891 -0.46700 0.30
H 0.23409 0.23040 -1.80785 0.51
H 2.13485 -1.87098 -1.18654 0.05
H -0.16399 -2.20988 -1.49264 0.04
```

For the HOMO-LUMO gap, the calculation gives 9.3 eV. The highest occupied orbital energy comes out at -0.312 Ha. Its total charge is 0.

---

4.
Entry from OMol25: a gas-phase ion, C7H15N2O (charge +1) (ωB97M-V/def2-TZVPD).

The geometry in XYZ format:
```
25
Properties=species:S:1:pos:R:3:mulliken_charge:R:1
C -0.93072 0.31464 1.06836 0.47
C 0.57529 -1.26379 -0.91392 -0.27
C 0.50649 0.20908 -0.93288 1.11
C -1.28945 1.04299 2.34993 -1.18
C 1.38497 -1.99934 0.16452 -1.10
C 1.79351 0.88350 -1.28798 -1.31
C -0.48976 0.87038 -1.91953 -1.65
N -1.46704 -0.80519 0.69859 -0.17
N 0.21499 0.73148 0.43224 -0.30
O -2.70149 -1.16122 1.22778 -0.42
H 0.13742 -1.94414 -1.61540 0.45
H -0.91835 0.46481 3.30749 0.26
H -2.35628 1.23761 2.50964 0.39
H -0.91574 2.07332 2.49307 0.38
H 1.69824 -2.93725 -0.01218 0.50
H 0.55480 -2.10042 1.05954 0.27
H 2.18633 -1.34038 0.58453 0.33
H 2.71683 0.49283 -0.72742 0.30
H 1.77962 1.94165 -1.09675 0.45
H 2.13602 0.72017 -2.39526 0.36
H -0.47529 1.88499 -1.70992 0.43
H -1.38829 0.36056 -1.73700 0.48
H -0.13705 0.69483 -2.98124 0.41
H 0.20705 1.73518 0.32031 0.47
H -2.82209 -2.10628 1.11346 0.35
```

For the HOMO-LUMO gap (alpha / beta), the calculation gives 6.7 / 6.7 eV. The highest occupied orbital energy (alpha / beta) comes out at -0.475 / -0.475 Ha. Its total charge is +1.

---

Energy relative to the best compared isomer or geometry (same formula, charge and spin) values (in kcal per mole) by entry order: 6.6 158.5 131.0 135.3.